Molecular formula: C16H8BrFN6O9Pd
Method: DFT, ωB97M-V with the def2-TZVPD basis set

Atoms and positions in Å:
Pd 1.58 -0.32 -0.54
Br 3.24 7.08 -0.07
F -3.71 -4.18 -2.01
O 3.16 -1.21 -1.77
O -0.47 -0.79 -1.09
O -3.74 -5.48 0.46
O -2.36 -1.67 2.53
O 1.06 -2.63 0.62
O 2.44 1.66 -0.29
O -0.09 0.50 0.63
O 3.45 -0.85 0.35
O 1.10 1.26 -1.94
N -0.59 -4.47 3.35
N 1.01 -2.00 1.65
N -3.09 -3.54 1.47
N -2.78 -1.57 0.29
N 0.84 -0.37 4.60
N 0.88 5.32 -2.93
C 3.90 -1.27 -0.76
C -2.37 -0.17 0.23
C 1.75 2.11 -1.25
C 2.32 5.78 -1.08
C -2.73 -2.21 1.51
C 0.96 4.03 -2.62
C -0.90 -0.11 -0.11
C 0.73 -1.19 3.81
C 1.55 6.17 -2.17
C 1.70 3.55 -1.55
C 2.41 4.44 -0.75
C -3.45 -4.31 0.36
C -0.07 -3.47 3.13
C -3.08 -2.24 -0.88
C -3.41 -3.54 -0.88
C 0.59 -2.23 2.84
H -2.52 0.28 1.21
H -3.06 -4.03 2.35
H 2.99 4.10 0.09
H -2.98 0.35 -0.51
H 1.48 7.22 -2.43
H 4.91 -1.67 -0.82
H -3.04 -1.67 -1.79
H 0.41 3.34 -3.25

Calculated values
HOMO energy (spin up / spin down): -9.6 / -9.6 eV
expectation value of S²: 6.0305
electronic energy: -120324.0561 eV
2S+1: 5
total charge: 0
relative energy (zero: lowest compared OMol25 entry of this formula, charge and spin): 6.5 kJ/mol
strongest force on any atom: 0.5 eV Å⁻¹